No. 1
A molecular structure, C26H22Br2IN2O11S3V, computed with the ωB97M-V functional and the def2-TZVPD basis.

The value obtained for the HOMO-LUMO gap (alpha / beta) is 6.92 / 7.36 eV. As for the multiplicity: 2. Its highest occupied orbital energy (alpha / beta) is -5.9 / -5.9 eV. The value obtained for the energy is -259202.7249 eV. The expectation value of S² is 0.771. Its energy above the lowest of the compared OMol25 structures with the same formula, charge and spin is 19.8 kcal/mol. Its net charge is -1.

Last column: Löwdin spin population.
Positions of all 68 atoms, in Å:
V  1.412  0.231  0.558  1.070
C  -1.756  -3.644  1.118  0.000
C  -2.013  -2.542  2.106  -0.001
C  -3.138  -2.605  2.968  0.001
C  -3.366  -1.592  3.845  -0.001
C  -2.496  -0.477  3.865  0.000
C  -2.654  0.653  4.706  -0.004
Br  -4.075  0.719  5.965  -0.001
C  -1.808  1.714  4.631  0.001
C  -0.753  1.703  3.700  -0.006
Br  0.345  3.226  3.561  -0.001
C  -0.538  0.634  2.870  0.000
O  0.435  0.644  1.971  -0.033
C  -1.417  -0.494  2.957  -0.002
N  -1.185  -1.532  2.117  0.001
H  -1.891  -4.626  1.574  0.000
H  -0.745  -3.560  0.727  0.000
H  -2.456  -3.566  0.283  0.000
H  -3.800  -3.460  2.922  0.000
H  -4.211  -1.619  4.519  0.000
H  -1.942  2.577  5.268  0.000
O  0.145  -0.577  -0.549  -0.010
C  -0.672  -0.791  -1.474  0.002
C  -2.027  -0.445  -1.519  0.006
C  -2.742  -0.940  -2.634  0.002
C  -4.076  -0.710  -2.762  0.005
C  -4.789  0.047  -1.781  0.001
C  -4.142  0.555  -0.714  0.002
C  -2.702  0.377  -0.504  0.003
O  -2.140  0.836  0.486  0.009
N  -4.787  -1.245  -3.901  0.001
O  -4.167  -1.893  -4.730  0.001
O  -5.986  -1.015  -3.985  0.002
H  -0.265  -1.346  -2.328  -0.001
H  -2.229  -1.521  -3.389  0.000
H  -5.849  0.200  -1.923  0.000
H  -4.662  1.134  0.038  0.000
O  2.273  -1.634  -2.296  0.000
S  3.161  -0.533  -2.021  0.001
O  4.566  -0.749  -2.206  -0.001
O  2.911  0.029  -0.642  -0.002
C  2.698  0.747  -3.187  0.000
C  2.851  0.308  -4.500  0.000
C  2.538  1.129  -5.567  0.000
C  2.060  2.407  -5.328  0.000
C  1.905  2.852  -4.027  0.000
C  2.222  2.038  -2.942  0.000
S  1.986  2.800  -1.329  0.002
O  1.379  4.077  -1.592  0.000
O  3.279  2.828  -0.687  0.000
O  1.016  1.884  -0.645  0.010
H  3.219  -0.695  -4.672  0.000
H  2.663  0.766  -6.579  0.000
H  1.804  3.061  -6.152  0.000
H  1.530  3.843  -3.820  0.000
I  3.840  -2.455  1.325  0.001
C  1.848  -1.698  1.246  -0.046
H  1.445  -1.811  2.248  -0.003
H  1.337  -2.376  0.571  0.002
C  4.873  1.179  1.377  -0.001
S  3.203  1.485  1.964  -0.007
C  3.244  0.636  3.548  0.002
H  5.133  0.132  1.510  0.000
H  5.560  1.828  1.919  -0.001
H  4.879  1.432  0.321  0.000
H  3.923  1.162  4.219  0.000
H  3.556  -0.400  3.427  0.000
H  2.238  0.676  3.961  0.000

No. 2
A molecular structure, C3HHgLiO4 at a distorted geometry, computed with the ωB97M-V functional and the def2-TZVPD basis.

The value obtained for the HOMO-LUMO gap (alpha / beta) is 7.77 / 4.49 eV. As for the multiplicity: 2. Its highest occupied orbital energy (alpha / beta) is -12.5 / -11.6 eV. The value obtained for the energy is -15683.1329 eV. The expectation value of S² is 0.788. Its energy above the lowest of the compared OMol25 structures with the same formula, charge and spin is 91.1 kcal/mol. Its net charge is +1.

Last column: Löwdin spin population.
Positions of all 10 atoms, in Å:
O  -0.848  -0.753  0.951  -0.002
C  -1.400  0.128  0.319  0.000
O  -2.078  1.091  0.443  0.099
Li  0.338  -2.835  0.746  0.010
O  1.482  -1.515  0.077  0.008
C  1.251  -0.254  0.483  0.107
C  1.077  0.605  -0.460  0.055
O  0.003  1.227  -0.880  0.195
Hg  -1.449  3.339  -0.601  0.500
H  1.624  -1.033  -1.079  0.028

No. 3
2 unconnected molecules or ions with the total composition C14H25BrO2P, computed with the ωB97M-V functional and the def2-TZVPD basis.

The value obtained for the HOMO-LUMO gap is 3.64 eV. Its highest occupied orbital energy is -3.3 eV. The value obtained for the energy is -98346.5327 eV. Its net charge is -1.

Last column: Mulliken charge in e.
Positions of all 43 atoms, in Å:
C  2.610  -0.627  2.202  -1.003
C  3.362  0.367  1.317  -0.426
C  2.815  1.795  1.396  -1.031
C  1.380  1.976  0.907  1.851
C  1.346  2.091  -0.610  -1.592
P  0.572  3.564  1.729  -0.516
C  -1.029  2.616  2.337  -1.349
C  -1.858  1.913  1.257  -0.428
C  -1.667  0.400  1.263  -0.552
Br  -1.388  -0.400  -0.510  -0.240
H  2.470  -0.208  3.204  0.286
H  3.155  -1.571  2.299  0.388
H  1.619  -0.860  1.807  0.121
H  3.336  0.013  0.278  0.225
H  4.420  0.374  1.608  0.357
H  3.469  2.454  0.811  0.320
H  2.886  2.137  2.438  0.424
H  0.801  1.091  1.207  -1.258
H  0.324  2.137  -0.995  0.395
H  1.851  1.253  -1.110  0.295
H  1.850  3.019  -0.910  0.379
H  1.232  3.234  3.020  -0.049
H  1.774  4.310  1.268  0.120
H  -0.132  3.876  0.457  -0.024
H  0.055  4.817  2.318  0.135
H  -0.727  1.888  3.104  0.399
H  -1.626  3.384  2.841  0.428
H  -2.928  2.112  1.382  0.430
H  -1.588  2.321  0.274  0.302
H  -0.790  0.097  1.829  0.209
H  -2.538  -0.134  1.636  0.446
C  -2.513  -5.486  -3.423  -0.347
C  -3.043  -4.621  -4.281  -0.343
C  -2.655  -3.185  -4.268  0.300
O  -3.134  -2.408  -5.066  -0.549
C  -1.664  -2.753  -3.251  -0.366
C  -1.135  -3.618  -2.390  -0.244
C  -1.509  -5.053  -2.414  0.350
O  -1.021  -5.854  -1.645  -0.551
H  -2.773  -6.536  -3.411  0.393
H  -3.773  -4.907  -5.027  0.394
H  -1.414  -1.700  -3.246  0.471
H  -0.425  -3.317  -1.631  0.449

No. 4
A molecular structure, C29H28Cl4NNiO4S2 at a distorted geometry, computed with the ωB97M-V functional and the def2-TZVPD basis.

The value obtained for the HOMO-LUMO gap (alpha / beta) is 5.19 / 5.29 eV. As for the multiplicity: 3. Its highest occupied orbital energy (alpha / beta) is -3.2 / -3.3 eV. The value obtained for the energy is -153011.4921 eV. The expectation value of S² is 2.006. Its net charge is -1.

Last column: Löwdin spin population.
Positions of all 69 atoms, in Å:
Ni  1.352  -0.279  -0.118  1.668
Cl  7.065  0.350  3.609  0.001
C  5.431  0.045  3.139  0.001
C  4.466  -0.166  4.106  -0.001
Cl  4.891  -0.145  5.781  0.000
C  3.148  -0.405  3.714  0.002
Cl  1.944  -0.716  4.916  0.000
C  2.769  -0.424  2.377  0.002
O  1.556  -0.689  1.979  0.040
C  3.766  -0.170  1.364  0.005
O  3.405  -0.122  0.132  0.055
C  5.084  0.025  1.792  0.002
Cl  6.306  0.265  0.594  0.000
C  2.753  -0.594  -2.704  0.001
N  1.410  -0.143  -2.359  0.040
C  0.440  -1.009  -3.014  0.002
C  1.217  1.265  -2.742  0.004
C  1.234  2.195  -1.547  0.012
C  1.151  3.569  -1.749  0.004
C  1.038  4.431  -0.671  -0.004
C  1.004  3.924  0.615  0.004
C  1.127  2.558  0.820  0.012
C  1.250  1.678  -0.247  0.078
H  2.912  -0.568  -3.796  0.001
H  2.890  -1.613  -2.347  0.000
H  3.485  0.034  -2.202  0.000
H  0.576  -1.007  -4.110  0.002
H  -0.576  -0.689  -2.782  0.000
H  0.567  -2.025  -2.644  0.000
H  0.241  1.369  -3.231  0.000
H  1.981  1.562  -3.475  0.000
H  1.166  3.966  -2.758  0.001
H  0.967  5.498  -0.833  0.000
H  0.890  4.591  1.459  0.001
H  1.109  2.177  1.833  0.003
C  1.417  -4.745  0.832  0.003
S  1.461  -2.911  1.228  0.001
C  -0.217  -2.888  1.976  0.000
O  1.274  -2.406  -0.157  0.016
H  1.419  -5.335  1.741  0.000
H  2.321  -4.941  0.264  0.000
H  0.554  -4.977  0.219  0.000
H  -0.202  -3.444  2.906  0.000
H  -0.930  -3.305  1.274  0.000
H  -0.433  -1.842  2.164  0.000
O  -0.769  -0.222  -0.172  0.031
S  -1.704  0.793  -0.717  0.007
C  -2.775  1.260  0.656  0.001
C  -3.206  2.582  0.706  0.001
C  -3.993  3.004  1.759  0.000
C  -4.347  2.110  2.762  0.000
C  -3.928  0.786  2.696  0.000
C  -3.141  0.357  1.648  0.001
C  -2.949  -0.189  -1.588  0.002
C  -3.703  0.409  -2.596  0.001
C  -4.584  -0.349  -3.340  0.000
C  -4.720  -1.710  -3.091  0.000
C  -3.966  -2.302  -2.083  0.000
C  -3.083  -1.552  -1.336  0.000
H  -2.897  3.265  -0.072  0.000
H  -4.323  4.031  1.806  0.000
H  -4.934  2.446  3.604  0.000
H  -4.213  0.091  3.472  0.000
H  -2.780  -0.660  1.604  0.000
H  -3.584  1.465  -2.788  0.000
H  -5.167  0.119  -4.119  0.000
H  -5.393  -2.306  -3.689  0.000
H  -4.061  -3.360  -1.888  0.000
H  -2.460  -2.008  -0.583  0.000

No. 5
C16H12N6O6 in the gas phase at a distorted geometry, computed with the ωB97M-V functional and the def2-TZVPD basis.

The value obtained for the HOMO-LUMO gap is 8.62 eV. Its SMILES is O=[N+]([O-])c1ccc2nc([C@@H](O)[C@H](O)c3nc4ccc([N+](=O)[O-])cc4[nH]3)[nH]c2c1. Its highest occupied orbital energy is -9.4 eV. The value obtained for the energy is -38008.6549 eV. Its net charge is 0.

Last column: Mulliken charge in e.
Positions of all 40 atoms, in Å:
O  4.828  -3.377  0.590  -0.629
N  4.087  -4.280  0.920  1.034
O  4.459  -5.377  1.277  -0.637
C  2.672  -4.026  0.885  -0.135
C  1.792  -5.051  1.265  -0.296
C  0.431  -4.856  1.250  -0.953
C  -0.040  -3.610  0.844  0.311
N  -1.318  -3.138  0.736  -0.739
C  -1.198  -1.907  0.305  0.656
C  -2.387  -1.039  0.073  -0.093
O  -3.561  -1.715  0.437  -0.682
C  -2.305  0.278  0.914  0.024
O  -3.588  0.813  1.083  -0.653
C  -1.453  1.313  0.254  -0.002
N  -0.232  1.150  -0.191  -0.530
C  0.142  2.360  -0.710  0.080
C  1.335  2.753  -1.312  -0.646
C  1.430  4.054  -1.748  -0.475
C  0.361  4.946  -1.591  -0.014
N  0.511  6.299  -2.066  1.020
O  -0.429  7.051  -1.918  -0.626
O  1.563  6.603  -2.584  -0.625
C  -0.840  4.585  -0.997  -0.737
C  -0.931  3.278  -0.560  0.424
N  -1.924  2.567  0.058  -0.081
N  0.084  -1.513  0.115  0.072
C  0.867  -2.583  0.459  0.392
C  2.234  -2.775  0.474  -0.477
H  2.216  -5.995  1.570  0.486
H  -0.255  -5.635  1.539  0.457
H  -2.457  -0.764  -0.991  0.409
H  -3.298  -2.580  0.791  0.439
H  -1.868  0.027  1.899  0.357
H  -4.202  0.060  1.081  0.347
H  2.151  2.059  -1.427  0.472
H  2.329  4.417  -2.221  0.495
H  -1.640  5.301  -0.894  0.497
H  -2.846  2.869  0.329  0.215
H  0.339  -0.550  -0.127  0.290
H  2.939  -2.011  0.188  0.553